(1)
Computed, not measured: 2 unconnected molecules or ions with the total composition C4H10NS at a distorted geometry, with ωB97M-V/def2-TZVPD.

For the LUMO energy, the calculation gives -0.12897 hartree. The calculation puts the frontier orbital gap at 10.0 eV. As for the net charge: +1.

Atoms and positions in Å:
C (1.17, -2.08, -0.25)
C (0.60, -0.98, -0.62)
C (1.79, 1.12, 0.65)
C (-1.61, -0.66, -0.22)
N (-1.65, 0.70, -0.48)
S (1.23, 0.56, -0.95)
H (2.24, -2.09, -0.18)
H (0.61, -2.97, 0.12)
H (1.74, 2.19, 0.83)
H (2.86, 0.80, 1.05)
H (1.28, 0.55, 1.36)
H (-2.08, -1.32, -1.03)
H (-1.27, -0.84, 0.80)
H (-2.00, 1.01, -1.40)
H (-0.25, 0.93, -0.59)
H (-1.92, 1.29, 0.25)


(2)
Computed, not measured: 2 unconnected molecules or ions with the total composition C4H10NS2 at a distorted geometry, with ωB97M-V/def2-TZVPD.

For the LUMO energy (spin up / spin down), the calculation gives -0.30398 / -0.28420 hartree. The calculation puts the frontier orbital gap (spin up / spin down) at 4.7 / 5.3 eV. As for the net charge: +1.

Atoms and positions in Å:
C (2.24, 0.54, -0.11)
C (0.39, -1.96, 0.42)
C (0.90, 0.45, 0.13)
C (0.05, -0.65, -0.37)
N (-1.34, -0.36, -0.33)
S (3.19, 1.80, 0.46)
S (-1.41, 3.37, -0.02)
H (2.74, -0.21, -0.71)
H (0.14, -1.83, 1.46)
H (-0.19, -2.78, 0.00)
H (1.44, -2.20, 0.33)
H (0.43, 1.21, 0.74)
H (0.32, -0.87, -1.42)
H (-0.40, 4.20, -0.30)
H (-1.95, -1.13, -0.51)
H (-1.67, 0.27, 0.38)
H (-2.28, 4.36, 0.12)


(3)
Computed, not measured: 2 unconnected molecules or ions with the total composition C4H10NS2 at a distorted geometry, with ωB97M-V/def2-TZVPD.

For the LUMO energy, the calculation gives -0.16175 hartree. The calculation puts the frontier orbital gap at 7.1 eV. As for the net charge: +1.

Atoms and positions in Å:
C (4.01, 2.03, 1.50)
C (-0.62, -0.60, -1.42)
C (-2.87, -1.42, -1.04)
C (-1.90, -0.47, -0.59)
N (-2.09, 0.28, 0.46)
S (5.60, 1.77, 2.33)
S (2.80, 1.01, 1.16)
H (3.83, 3.12, 1.55)
H (0.25, 0.09, -0.96)
H (-0.35, -1.66, -1.54)
H (-0.96, -0.35, -2.45)
H (-2.55, -2.33, -0.47)
H (-2.61, -1.70, -2.07)
H (-3.91, -1.22, -0.76)
H (-1.28, 0.91, 0.80)
H (5.60, 0.45, 2.58)
H (-2.96, 0.08, 0.94)


(4)
Computed, not measured: a gas-phase ion, C4H10NS2 (charge +1) at a distorted geometry, with ωB97M-V/def2-TZVPD.

For the LUMO energy, the calculation gives -0.11578 hartree. The calculation puts the frontier orbital gap at 10.3 eV. As for the net charge: +1.

Atoms and positions in Å:
C (0.53, -1.57, 0.60)
N (0.31, -0.34, -0.19)
C (-0.93, -0.43, -0.98)
C (0.34, 0.87, 0.66)
S (-1.02, 0.83, 1.86)
C (0.77, 2.14, 0.01)
S (2.01, 1.40, 1.12)
H (-0.29, -1.71, 1.30)
H (0.59, -2.43, -0.06)
H (1.47, -1.48, 1.16)
H (1.10, -0.25, -0.84)
H (-1.78, -0.58, -0.32)
H (-1.09, 0.49, -1.54)
H (-0.87, -1.26, -1.68)
H (-0.61, 1.88, 2.57)
H (1.03, 2.14, -1.04)
H (0.33, 3.07, 0.35)


(5)
Computed, not measured: 2 unconnected molecules or ions with the total composition C4H10NSi at a distorted geometry, with ωB97M-V/def2-TZVPD.

For the LUMO energy, the calculation gives -0.19455 hartree. The calculation puts the frontier orbital gap at 10.3 eV. As for the net charge: +1.

Atoms and positions in Å:
C (-2.29, -0.04, -0.07)
C (-3.71, -0.19, -0.14)
C (1.86, 1.52, -0.82)
C (1.83, -1.47, 0.66)
N (-1.13, 0.11, -0.01)
Si (1.89, 0.36, 0.64)
H (-4.05, 0.21, 0.78)
H (-4.01, 0.38, -1.00)
H (-3.83, -1.24, -0.22)
H (0.95, 2.21, -0.82)
H (2.76, 2.05, -0.88)
H (1.69, 1.01, -1.75)
H (2.25, -2.02, 1.59)
H (0.93, -1.85, 0.30)
H (2.52, -2.02, -0.19)
H (2.35, 0.98, 1.92)


(6)
Computed, not measured: 2 unconnected molecules or ions with the total composition C4H10O at a distorted geometry, with ωB97M-V/def2-TZVPD.

For the LUMO energy, the calculation gives 0.03023 hartree. The calculation puts the frontier orbital gap at 10.3 eV. As for the net charge: 0.

Atoms and positions in Å:
C (0.03, 0.04, -1.75)
C (0.61, 0.55, -0.62)
C (-0.13, 1.12, 0.55)
C (-0.29, 0.09, 1.67)
H (-1.04, -0.05, -1.86)
H (0.59, 0.00, -2.67)
H (1.69, 0.66, -0.63)
H (0.47, 1.95, 0.93)
H (-1.01, 1.61, 0.19)
H (0.60, -0.13, 2.24)
H (-1.15, 0.29, 2.32)
H (-0.60, -0.72, 1.02)
O (-0.06, -1.89, -0.09)
H (0.15, -2.65, -0.65)
H (0.15, -0.89, -0.65)


| no. | E_tot (hartree) |
| --- | --- |
| 1 | -610.93910 |
| 2 | -1009.15627 |
| 3 | -1009.23458 |
| 4 | -1009.25365 |
| 5 | -502.34328 |
| 6 | -233.52698 |